C4H6N2O | ωB97M-V/def2-TZVPD

Calculated values
Energy above the lowest of the compared OMol25 structures with the same formula, charge and spin, kcal per mole: 46.3
Lowest unoccupied orbital energy, eV: 0.54
E, eV: -9271.495
Frontier orbital gap, eV: 8.91
SMILES: Cc1c[nH]c(O)n1
Highest occupied orbital energy, eV: -8.37

Geometry as XYZ:
```
13
C4H6N2O, DFT ωB97M-V/def2-TZVPD
C 2.005 0.467 0.077
C 0.580 0.163 -0.219
C -0.039 -1.063 -0.202
N -1.352 -0.814 -0.524
C -1.480 0.537 -0.432
O -2.520 0.891 0.386
N -0.337 1.169 -0.389
H 2.138 1.547 0.173
H 2.660 0.088 -0.709
H 2.289 -0.001 1.026
H 0.322 -2.047 0.037
H -2.160 -1.402 -0.398
H -2.106 0.465 1.174
```

Formally, the Mulliken partial charges of the atoms, in units of the elementary charge, are as follows: -1.049, 0.774, -0.728, -0.126, 0.322, -0.499, -0.533, 0.291, 0.272, 0.287, 0.399, 0.241, 0.349



C4H6N2O | ωB97M-V/def2-TZVPD

Calculated values
Energy above the lowest of the compared OMol25 structures with the same formula, charge and spin, kcal per mole: 46.4
Lowest unoccupied orbital energy, eV: 0.17
E, eV: -9271.488
Frontier orbital gap, eV: 6.66
SMILES: [NH3+]c1cc[nH]c1[O-]
Highest occupied orbital energy, eV: -6.49

Geometry as XYZ:
```
13
C4H6N2O, DFT ωB97M-V/def2-TZVPD
N 0.951 -0.967 -1.284
C 0.034 -0.334 -0.348
C -1.213 0.342 -0.490
C -1.401 0.988 0.698
N -0.298 0.759 1.522
C 0.646 -0.028 0.877
O 1.792 -0.368 1.264
H 1.576 -0.308 -1.765
H 0.507 -1.558 -1.987
H 1.569 -1.525 -0.669
H -1.923 0.287 -1.306
H -2.260 1.535 1.060
H -0.132 1.194 2.415
```

Formally, the Mulliken partial charges of the atoms, in units of the elementary charge, are as follows: -0.222, -0.003, -0.620, -0.671, 0.003, 0.294, -0.810, 0.320, 0.378, 0.371, 0.357, 0.405, 0.199



C4H6N2O | ωB97M-V/def2-TZVPD

Calculated values
Energy above the lowest of the compared OMol25 structures with the same formula, charge and spin, kcal per mole: 47.3
Lowest unoccupied orbital energy, eV: -0.29
E, eV: -9271.453
Frontier orbital gap, eV: 8.83
SMILES: [H]/N=C1\C=CNC1=O.[H][H]
Highest occupied orbital energy, eV: -9.12

Geometry as XYZ:
```
13
C4H6N2O, DFT ωB97M-V/def2-TZVPD
H 2.019 2.022 0.252
N 1.303 1.727 -0.417
C 0.504 0.908 0.135
C 0.416 0.322 1.479
C -0.605 -0.552 1.464
N -1.231 -0.610 0.221
C -0.652 0.291 -0.662
O -1.002 0.509 -1.795
H 1.055 0.550 2.322
H -0.970 -1.175 2.272
H -2.033 -1.173 -0.013
H 0.896 -1.716 -2.565
H 0.268 -1.346 -2.711
```

Formally, the Mulliken partial charges of the atoms, in units of the elementary charge, are as follows: 0.257, -0.623, 0.797, -0.435, -0.488, -0.007, 0.086, -0.533, 0.352, 0.391, 0.208, 0.129, -0.132